Here is 7 unconnected molecules or ions with the total composition C31H65O14S7 in a non-equilibrium geometry from the OMol25 dataset. Energies are from the ωB97M-V functional and the def2-TZVPD basis.

As for the total charge: +1. The value obtained for the energy is -5060.52450 hartree. For the orbital gap, the calculation gives 8.5 eV. As for the spin multiplicity: 1.

Each line ends with the Mulliken charge.
Geometry (Å):
C 3.448 -0.627 0.923  -1.3064
C 2.375 0.110 0.091  0.3070
O 2.878 1.381 -0.318  -0.4507
C 2.069 -0.759 -1.142  -0.8801
S 1.075 0.088 -2.384  0.0914
C -0.584 0.408 -1.713  -0.6452
C -1.170 -0.798 -0.947  -0.6274
C -1.841 -0.375 0.381  -0.7881
C -3.384 -0.377 0.268  -0.6688
O -4.001 0.485 1.194  -0.4772
H 4.291 0.035 1.102  0.3069
H 3.827 -1.491 0.369  0.3033
H 3.035 -1.015 1.851  0.3591
H 1.488 0.221 0.721  0.1541
H 2.172 2.012 -0.140  0.2782
H 3.031 -0.962 -1.625  0.6112
H 1.658 -1.727 -0.856  0.5922
H 1.667 1.305 -2.423  0.2145
H -0.555 1.295 -1.082  0.4750
H -1.216 0.652 -2.566  0.4578
H -1.947 -1.228 -1.581  0.5671
H -0.441 -1.584 -0.760  0.2941
H -1.575 -1.068 1.177  0.3685
H -1.551 0.644 0.655  0.4163
H -3.697 -0.184 -0.768  0.2898
H -3.723 -1.383 0.520  0.3426
H -3.706 1.389 1.042  0.3219
C -7.350 -2.321 3.398  -0.4706
C -6.298 -1.825 4.401  -0.5688
C -5.193 -2.888 4.464  -0.6574
S -5.194 -3.710 2.869  1.1079
O -5.584 -5.085 3.045  -0.6829
O -3.987 -3.363 2.146  -0.6336
C -6.571 -2.803 2.178  -0.6579
H -8.055 -1.534 3.132  0.4079
H -7.910 -3.145 3.826  0.2099
H -5.884 -0.881 4.036  0.3935
H -6.720 -1.638 5.391  0.2423
H -4.209 -2.455 4.629  0.3857
H -5.400 -3.641 5.222  0.3100
H -7.141 -3.460 1.525  0.5010
H -6.162 -1.967 1.609  0.1937
C 3.346 -5.279 -4.713  -0.5899
C 2.863 -3.907 -5.199  -0.7244
C 2.389 -3.132 -3.959  -0.3653
S 3.342 -3.773 -2.575  1.2650
O 2.437 -4.421 -1.656  -0.6753
O 4.257 -2.751 -2.104  -0.7098
C 4.231 -5.011 -3.499  -0.8530
H 3.891 -5.808 -5.487  0.3907
H 2.489 -5.890 -4.421  0.2553
H 3.688 -3.369 -5.672  0.2078
H 2.068 -3.991 -5.931  0.4549
H 2.570 -2.063 -4.047  0.1918
H 1.336 -3.317 -3.746  0.3800
H 4.390 -5.882 -2.868  0.4504
H 5.188 -4.578 -3.791  0.3534
C 3.249 -5.112 -11.203  -0.5568
C 4.189 -3.931 -10.927  -0.6665
C 4.013 -3.539 -9.454  -0.6949
S 3.514 -5.038 -8.600  1.3272
O 2.168 -4.863 -8.106  -0.6994
O 4.580 -5.475 -7.730  -0.7035
C 3.452 -6.085 -10.046  -0.8143
H 3.463 -5.584 -12.160  0.3577
H 2.214 -4.766 -11.222  0.2855
H 5.222 -4.236 -11.106  0.3109
H 3.981 -3.086 -11.582  0.3288
H 4.934 -3.173 -9.008  0.3865
H 3.219 -2.806 -9.322  0.3801
H 2.647 -6.807 -9.933  0.4098
H 4.410 -6.598 -10.120  0.3553
C 5.214 4.447 -1.319  -0.5794
C 5.937 5.796 -1.441  -0.6929
C 4.859 6.884 -1.545  -0.6806
S 3.425 6.249 -0.672  1.0927
O 2.352 6.043 -1.616  -0.6842
O 3.219 7.003 0.539  -0.5589
C 4.127 4.655 -0.271  0.1436
H 5.893 3.645 -1.034  0.3761
H 4.763 4.183 -2.279  0.2920
H 6.548 5.964 -0.553  0.3226
H 6.600 5.822 -2.303  0.3369
H 5.164 7.818 -1.079  0.3660
H 4.562 7.065 -2.576  0.3717
H 3.344 3.904 -0.300  -0.4517
H 4.550 4.719 0.732  0.3867
C -8.835 -3.492 9.481  -0.6177
C -10.171 -3.985 8.911  -0.5867
C -10.330 -3.366 7.516  -0.8054
S -8.667 -3.099 6.896  1.3599
O -8.448 -1.679 6.761  -0.7480
O -8.403 -4.015 5.815  -0.7261
C -7.815 -3.669 8.362  -0.7684
H -8.546 -4.046 10.373  0.3534
H -8.913 -2.437 9.751  0.3054
H -10.153 -5.074 8.830  0.3006
H -11.008 -3.719 9.553  0.3294
H -10.857 -4.024 6.830  0.3431
H -10.825 -2.398 7.556  0.3881
H -6.907 -3.085 8.501  0.4036
H -7.568 -4.719 8.209  0.3969
C 2.421 8.968 3.880  -0.6968
C 2.302 10.494 3.994  -0.6318
C 3.643 11.020 4.521  -0.6685
S 4.888 9.845 3.974  1.1639
O 5.459 9.205 5.133  -0.6667
O 5.725 10.456 2.972  -0.6762
C 3.755 8.706 3.192  -0.5080
H 1.594 8.537 3.318  0.3462
H 2.421 8.521 4.877  0.3341
H 2.101 10.917 3.008  0.2980
H 1.483 10.788 4.649  0.3321
H 3.891 12.001 4.123  0.3609
H 3.671 11.045 5.608  0.3512
H 4.121 7.690 3.317  0.4052
H 3.711 8.958 2.134  0.2615

=====

Here is 8 unconnected molecules or ions with the total composition C20H44F10N8O22S10 in a non-equilibrium geometry from the OMol25 dataset. Energies are from the ωB97M-V functional and the def2-TZVPD basis.

As for the total charge: -2. The value obtained for the energy is -7862.11312 hartree. For the orbital gap, the calculation gives 2.9 eV. As for the spin multiplicity: 1.

Each line ends with the Mulliken charge.
Geometry (Å):
C -10.683 3.963 -18.451  -1.2527
C -9.733 2.847 -18.700  0.8631
O -9.743 1.757 -18.247  -0.4128
N -8.569 3.353 -19.532  0.5621
H -8.921 3.632 -20.462  0.2610
H -8.200 4.136 -19.003  0.4763
C -7.345 2.451 -19.577  -0.5190
H -11.391 3.509 -17.753  0.3771
H -11.413 4.172 -19.237  0.2969
H -10.185 4.851 -18.070  0.3255
H -7.173 2.265 -20.635  -0.0554
H -7.478 1.499 -19.074  0.2333
H -6.440 2.904 -19.180  0.2571
C -10.464 -6.061 -23.937  -1.9959
C -9.127 -6.460 -23.316  1.8009
C -8.206 -5.268 -23.432  -0.2540
C -6.972 -5.420 -22.570  -1.0098
C -7.319 -5.652 -21.090  -1.4671
C -8.164 -6.902 -20.837  1.7308
N -9.245 -7.008 -21.866  1.1301
O -10.092 -7.877 -21.737  -0.3975
C -8.839 -6.823 -19.428  -1.6198
C -7.293 -8.134 -20.952  -1.8229
C -8.534 -7.625 -24.155  -1.7463
H -11.222 -6.846 -23.942  0.4639
H -10.343 -5.848 -24.999  0.4066
H -10.911 -5.192 -23.453  0.4277
H -8.727 -4.334 -23.212  -0.7956
H -7.903 -5.066 -24.460  0.7841
H -6.461 -4.455 -22.638  0.2149
H -6.117 -6.076 -22.762  0.4722
H -7.944 -4.773 -20.897  0.2860
H -6.560 -5.570 -20.315  0.8669
H -8.930 -7.810 -18.979  0.3804
H -9.722 -6.187 -19.427  0.3670
H -8.133 -6.325 -18.761  0.4003
H -6.899 -8.276 -21.960  0.3568
H -7.957 -8.983 -20.780  0.5134
H -6.418 -8.053 -20.312  0.3614
H -7.461 -7.688 -23.955  0.3797
H -8.575 -7.601 -25.243  0.4137
H -8.903 -8.622 -23.909  0.3706
C -4.752 1.690 -25.638  -1.7343
C -6.283 1.759 -25.788  0.5031
C -6.873 1.125 -24.495  -0.9309
N -8.300 0.634 -24.624  1.3477
C -9.203 1.626 -25.278  -0.5771
C -8.730 0.193 -23.202  -0.1043
C -8.983 -1.311 -23.347  0.5807
C -8.088 -1.835 -24.420  -0.0749
C -8.220 -0.719 -25.416  -1.2293
H -4.267 2.126 -26.510  0.3534
H -4.438 0.645 -25.582  0.4679
H -4.450 2.203 -24.724  0.3678
H -6.544 1.169 -26.666  -0.1210
H -6.588 2.801 -25.862  0.2114
H -6.694 1.861 -23.706  0.2803
H -6.208 0.348 -24.109  0.2226
H -10.210 1.219 -25.316  0.4818
H -8.869 1.945 -26.264  0.0057
H -9.045 2.447 -24.581  -0.2152
H -9.661 0.654 -22.875  0.1692
H -7.966 0.367 -22.447  -0.4712
H -10.025 -1.636 -23.307  -0.0620
H -8.751 -1.759 -22.375  -0.0999
H -8.392 -2.751 -24.926  0.2789
H -7.045 -1.967 -24.128  0.3336
H -9.107 -0.829 -26.042  0.5052
H -7.476 -0.641 -26.209  0.5410
N -10.823 1.082 -28.617  -0.3710
S -9.521 0.893 -29.400  1.0255
O -8.385 0.732 -28.534  -0.4454
O -9.308 1.638 -30.637  -0.5949
F -9.702 -0.588 -30.066  -0.3881
S -10.802 2.792 -28.614  1.0135
O -11.786 3.481 -29.422  -0.6389
O -9.602 3.522 -28.334  -0.3610
F -11.415 2.888 -27.125  -0.2603
N -9.289 3.918 -22.160  -0.5007
S -10.648 4.399 -22.761  0.9979
O -10.778 4.206 -24.170  -0.4821
O -11.142 5.603 -22.166  -0.6072
F -11.620 3.160 -22.284  -0.3310
S -8.297 4.971 -23.023  0.8705
O -8.352 6.373 -22.730  -0.6008
O -8.007 4.570 -24.363  -0.3531
F -6.980 4.474 -22.267  -0.3105
N -13.310 -3.794 -21.350  -0.4104
S -12.003 -3.221 -20.839  1.0365
O -11.903 -1.845 -20.416  -0.5786
O -10.797 -3.750 -21.411  -0.3225
F -12.060 -4.047 -19.424  -0.4002
S -13.444 -2.914 -22.787  1.0395
O -12.341 -2.843 -23.699  -0.4392
O -14.525 -1.981 -22.882  -0.6095
F -14.280 -4.156 -23.427  -0.3397
N -6.067 -0.117 -20.300  -0.1245
S -4.921 -0.986 -20.880  0.8165
O -5.154 -1.490 -22.213  -0.4711
O -4.153 -1.759 -19.947  -0.6431
F -3.823 0.221 -21.133  -0.3675
S -7.036 -1.409 -19.715  0.8866
O -6.937 -1.786 -18.340  -0.6423
O -7.299 -2.502 -20.627  -0.3647
F -8.435 -0.636 -19.792  -0.1837
N -5.214 5.459 -29.073  -0.5313
S -5.650 5.702 -27.660  1.1497
O -5.162 4.818 -26.638  -0.5455
O -7.031 6.142 -27.602  -0.6112
F -4.898 7.095 -27.360  -0.3256
S -6.211 4.251 -29.624  1.1995
O -7.306 4.634 -30.466  -0.5874
O -6.336 3.066 -28.831  -0.3962
F -5.083 3.766 -30.695  -0.3579

=====

Here is a molecular structure, C7H3ErNO4S in a non-equilibrium geometry from the OMol25 dataset. Energies are from the ωB97M-V functional and the def2-TZVPD basis.

As for the total charge: +3. The value obtained for the energy is -2036.28223 hartree. For the orbital gap (alpha / beta), the calculation gives 6.7 / 6.9 eV. As for the spin multiplicity: 4.

Each line ends with the Mulliken charge.
Geometry (Å):
Er -0.738 -0.438 -0.708  1.3285
O -1.040 2.817 -1.882  0.0554
C -1.012 1.730 -1.499  0.2712
C 1.303 -1.223 -1.485  0.2710
O 2.370 -1.518 -1.804  0.0481
C -2.557 -2.133 -1.176  0.1222
O -3.376 -2.890 -1.474  0.0316
C -0.430 -0.354 -3.192  0.2562
O -0.192 -0.232 -4.313  0.0187
S -0.291 0.691 3.476  0.1562
C 1.368 0.982 3.027  -0.2723
C 1.626 0.615 1.732  -0.2599
N 0.488 0.131 1.080  -0.1418
C -0.613 0.110 1.870  -0.0854
H 2.127 1.368 3.684  0.4510
H 2.548 0.661 1.135  0.3932
H -1.582 -0.317 1.529  0.3562

=====

Here is a molecular structure, C4H4O6Zn in a non-equilibrium geometry from the OMol25 dataset. Energies are from the ωB97M-V functional and the def2-TZVPD basis.

As for the total charge: +1. The value obtained for the energy is -2385.04850 hartree. The relative energy (zero: lowest compared OMol25 entry of this formula, charge and spin) is 436.8 kJ/mol. For the orbital gap (alpha / beta), the calculation gives 7.2 / 6.3 eV. As for the spin multiplicity: 2.

Each line ends with the Mulliken charge.
Geometry (Å):
O -1.932 -0.478 1.009  -0.3841
C -1.949 0.342 0.001  1.0871
O -1.368 1.435 0.052  -0.5654
O -1.899 -0.347 -1.110  -0.5631
Zn 0.403 1.883 0.420  0.8094
O 2.665 -0.424 -1.398  -0.2019
C 2.280 0.334 -0.504  1.0556
C -0.980 -1.573 0.992  -0.2453
O 2.772 1.490 -0.361  -0.5197
O 1.054 0.174 0.007  -0.5486
C -0.284 -1.514 -0.367  -0.2541
H -1.554 -2.492 1.127  0.3173
H -0.305 -1.411 1.839  0.2334
H -0.701 -2.233 -1.082  0.4130
H 0.649 -2.090 -0.321  0.3664

=====

Here is a molecular structure, C4H4HgO2 in a non-equilibrium geometry from the OMol25 dataset. Energies are from the ωB97M-V functional and the def2-TZVPD basis.

As for the total charge: +2. The value obtained for the energy is -457.73980 hartree. The relative energy (zero: lowest compared OMol25 entry of this formula, charge and spin) is 112.2 kJ/mol. For the orbital gap (alpha / beta), the calculation gives 5.8 / 3.1 eV. As for the spin multiplicity: 1.

Each line ends with the Mulliken charge.
Geometry (Å):
O -2.684 1.239 1.379  -0.1257
C -1.562 1.207 1.066  0.2996
C -0.737 0.888 0.077  -0.4283
C 0.571 0.274 0.272  0.4752
C 0.786 -1.170 0.199  -0.3218
H 1.322 0.864 0.798  0.4039
H 1.623 -1.616 0.736  0.2966
H -0.067 -1.818 -0.004  0.3061
H -1.400 0.752 -0.846  0.2445
Hg 0.944 -0.251 -2.750  1.2042
O 1.204 -0.368 -0.927  -0.3544

=====

- What is the formula in the first record?
  C31H65O14S7